The following is a quantum chemistry calculation of 3 unconnected molecules or ions with the total composition C14H16F17O3, from the Open Molecules 2025 dataset.

Structure (ORCA input):
```
! RIJCOSX wB97M-V def2-TZVPD def2/J DEFGRID3
* xyz -1 1
C 5.71304 0.79547 4.25194
C 4.81843 1.40724 3.16781
C 3.45164 1.93846 3.68679
F 3.69040 2.34835 5.03539
C 2.26055 1.04514 3.59244
O 2.60148 -0.21294 4.31426
H 5.09062 0.32973 5.00862
H 6.35728 0.02758 3.81323
H 6.37031 1.53046 4.71588
H 5.35821 2.18498 2.62158
H 4.58820 0.62244 2.44370
H 3.20414 2.84780 3.12539
H 2.18216 0.79511 2.52510
H 2.87269 -0.88321 3.66657
C -1.67437 0.26097 3.72267
C -3.14459 0.68150 3.84848
C -4.21330 -0.38616 3.61093
F -4.19066 -0.82818 2.33511
F -5.43691 0.15777 3.83998
F -3.41260 1.75483 3.07267
F -3.32938 1.05185 5.15259
O -1.02060 0.58509 2.52389
C -0.98461 -0.25492 1.46123
C -1.52002 0.45460 0.21698
F -2.81377 0.79989 0.38134
F -1.45192 -0.40134 -0.84521
F -1.64380 -1.42302 1.66341
F 0.29853 -0.57316 1.18348
H -1.13918 0.85248 4.46728
H -1.53111 -0.78446 3.99695
H -4.07425 -1.22861 4.29317
H -0.92817 1.34514 0.00438
C -1.27460 -1.24702 -4.04654
C -2.26697 -0.25707 -4.67354
C -3.06103 -0.72650 -5.89454
F -2.24135 -0.98236 -6.93652
F -3.91547 0.25773 -6.26112
F -1.65165 0.91109 -4.95755
F -3.21227 -0.01400 -3.72143
O 0.08987 -1.07399 -4.37784
C 0.66988 -1.70547 -5.43658
C 1.29301 -0.69184 -6.40234
F 0.33838 0.10503 -6.92202
F 1.88694 -1.36620 -7.41754
F -0.17079 -2.54029 -6.08150
F 1.69640 -2.45484 -4.96446
H -1.31722 -1.04388 -2.97973
H -1.59669 -2.28015 -4.18030
H -3.63953 -1.62306 -5.65627
H 2.03468 -0.08480 -5.88054
*
```

## Properties
- frontier orbital gap (eV) = 3.82
- electronic energy (eV) = -67115.8192